(1)
The following is a DFT calculation (ωB97M-V/def2-TZVPD) of the molecule C5H8N2.

Summary:
Total charge ... 0
Energy above the lowest of the compared OMol25 structures with the same formula, charge and spin ... 109.99 kcal per mole
2S+1 ... 1
LUMO energy ... 0.0328 Ha

Atoms and positions in Å:
C 1.98273 0.76848 -1.41288
N 0.84347 0.22000 -0.65688
C -0.10131 1.30118 -0.11714
C -1.23170 0.78333 0.28430
C -1.43193 -1.25938 1.64841
C -1.40173 -0.56942 0.31357
N 0.59202 -0.95678 -0.56158
H 1.57532 1.43154 -2.18204
H 2.53350 -0.05440 -1.86472
H 2.61959 1.35132 -0.74265
H 0.29615 2.30829 -0.17019
H -2.46055 -1.23177 2.02716
H -0.80389 -0.71350 2.35843
H -1.11018 -2.30155 1.59118
H -1.90149 -1.07736 -0.51497

(2)
The following is a DFT calculation (ωB97M-V/def2-TZVPD) of the molecule C5H8N2 in a non-equilibrium geometry.

Summary:
Total charge ... 0
Energy above the lowest of the compared OMol25 structures with the same formula, charge and spin ... 30.41 kcal per mole
2S+1 ... 1
LUMO energy ... 0.0344 Ha
SMILES ... C[C@H]1CN[C@H]1C#N

Atoms and positions in Å:
C 1.51464 -0.43326 -0.62550
C 0.60765 0.29797 0.34616
C -0.33175 1.37468 -0.23749
N -1.46307 0.80861 0.52243
C -0.68648 -0.39051 0.88343
C -1.09642 -1.63473 0.21119
N -1.46604 -2.61082 -0.29014
H 0.96304 -0.78805 -1.50305
H 2.30149 0.24667 -0.97217
H 1.99944 -1.29729 -0.15948
H 1.18877 0.67973 1.19072
H -0.42796 1.29861 -1.32943
H -0.10942 2.41528 0.02250
H -2.29901 0.62316 -0.02089
H -0.69488 -0.59005 1.96172

(3)
The following is a DFT calculation (ωB97M-V/def2-TZVPD) of C5H8N2 as an isolated structure in a non-equilibrium geometry.

Summary:
Total charge ... 0
Energy above the lowest of the compared OMol25 structures with the same formula, charge and spin ... 88.19 kcal per mole
2S+1 ... 1
LUMO energy (alpha / beta) ... -0.0133 / -0.0131 Ha

Atoms and positions in Å:
C 3.14941 -0.38618 0.03720
C 1.39518 1.46049 0.11526
C 2.07882 0.27145 -0.47121
C -0.87458 -1.33577 -0.05324
C -0.73432 0.06705 0.41464
N 3.99722 -1.02146 0.45188
N 0.60127 0.49819 0.79588
H 1.85920 2.01419 0.92788
H 0.74227 1.98347 -0.59231
H 1.68227 -0.23314 -1.26473
H -0.22988 -1.90443 0.62311
H -1.87471 -1.78690 -0.04283
H -0.52976 -1.52858 -1.04594
H -1.13185 0.80885 -0.28044
H -1.28679 0.24228 1.34952